Record 1
This record from the OMol25 dataset describes a 10-piece molecular cluster, C32H72N8O12 overall at a distorted geometry. The level of theory is wB97M-V/def2-TZVPD.

energy relative to the best compared isomer or geometry (same formula, charge and spin) = 0.0000 eV
HOMO level = -8.8405 eV
orbital gap = 8.9 eV
LUMO = 0.03 eV
structure (SMILES) = CCOC(C)=O.CCOC(C)=O.CN(C)C=O.CN(C)C=O.CN(C)C=O.CN(C)C=O.CN(C)C=O.CN(C)C=O.CN(C)C=O.CN(C)C=O

```
! wB97M-V def2-TZVPD RIJCOSX def2/J DEFGRID3
* xyz 0 1
C -3.2139 3.4765 0.7899
O -2.1127 3.0826 1.1421
N -3.5532 4.7030 0.3289
C -4.9348 5.1057 0.2116
C -2.4985 5.6788 0.1073
H -4.0319 2.7325 0.7895
H -5.6064 4.2611 0.3740
H -5.1419 5.4251 -0.8095
H -5.1590 5.8129 1.0127
H -2.5618 6.1506 -0.8739
H -2.6895 6.4088 0.9050
H -1.4937 5.2856 0.2081
C 1.5512 3.9768 -3.1577
O 2.1679 4.5966 -4.0088
N 0.2566 4.0726 -2.8510
C -0.3691 3.1476 -1.9180
C -0.7468 4.9073 -3.5044
H 1.9718 3.1228 -2.6041
H -0.8480 3.6702 -1.0915
H 0.2845 2.3916 -1.4850
H -1.1221 2.5739 -2.4669
H -0.3022 5.4727 -4.3220
H -1.5459 4.2884 -3.9082
H -1.1273 5.6325 -2.7851
C -2.2332 -4.9737 1.6031
O -3.0479 -4.3246 2.2324
N -1.6594 -4.6896 0.4223
C -2.0369 -3.5145 -0.3578
C -0.4095 -5.2718 0.0037
H -1.8328 -5.8972 2.0667
H -3.1203 -3.5316 -0.4839
H -1.6216 -3.5652 -1.3596
H -1.7479 -2.6221 0.1965
H -0.5235 -5.4386 -1.0718
H 0.3961 -4.5402 0.1282
H -0.0975 -6.1990 0.4806
C 3.9030 0.5231 -2.1383
O 2.7362 0.8613 -2.1917
N 4.9601 1.3640 -2.1054
C 6.2891 0.7992 -1.9751
C 4.8472 2.7912 -2.2612
H 4.2087 -0.5137 -1.9177
H 6.9432 1.3288 -1.2864
H 6.7328 0.8994 -2.9795
H 6.3682 -0.2813 -1.8695
H 5.2370 3.0968 -3.2420
H 3.8738 3.2545 -2.1603
H 5.6046 3.2676 -1.6307
C -2.4246 -0.0851 -0.5033
O -3.1903 -0.5449 -1.3412
N -1.0915 0.0416 -0.7112
C -0.3649 0.4222 0.4935
C -0.4344 -0.3935 -1.9083
H -2.8004 0.2996 0.4559
H 0.6885 0.5736 0.2396
H -0.2761 -0.3974 1.2166
H -0.7341 1.3030 1.0144
H -0.9536 -0.9320 -2.7005
H 0.0504 0.4301 -2.4323
H 0.2922 -1.1585 -1.6139
C 2.3580 -2.9134 -0.8750
O 1.7797 -2.3160 0.0208
N 3.5810 -3.4552 -0.8682
C 4.3492 -3.3641 0.3489
C 4.1822 -4.0736 -2.0333
H 1.9136 -2.8823 -1.8798
H 5.2473 -2.7391 0.3807
H 4.7104 -4.3672 0.6008
H 3.7264 -3.0185 1.1687
H 3.4309 -4.4237 -2.7357
H 4.8767 -3.3230 -2.4191
H 4.7504 -4.9556 -1.7340
C 2.4757 -0.6581 5.2797
O 2.2564 -0.2660 6.4008
N 1.7462 -1.5754 4.5905
C 0.8860 -2.5320 5.2779
C 1.9723 -1.8540 3.1920
H 3.2702 -0.2732 4.6105
H 0.0834 -2.8811 4.6316
H 0.4689 -2.0906 6.1804
H 1.4904 -3.3941 5.5758
H 2.6269 -2.6769 2.9027
H 1.0558 -1.8198 2.6043
H 2.4878 -0.9884 2.7534
C -4.0144 -4.1462 -5.9854
O -3.9103 -5.1534 -6.6407
N -3.3494 -3.8392 -4.8279
C -3.7463 -2.7518 -3.9735
C -2.3622 -4.7419 -4.2695
H -4.6496 -3.2901 -6.2859
H -2.9039 -2.0590 -3.8542
H -3.9586 -3.0828 -2.9543
H -4.5834 -2.2271 -4.4322
H -2.5052 -4.9773 -3.2148
H -2.5015 -5.7051 -4.7688
H -1.3454 -4.4027 -4.4748
O 1.9438 4.3329 0.2776
C 1.6684 3.9668 1.3854
O 2.1993 2.8443 1.9465
C 3.1741 2.1094 1.2360
C 4.4809 2.1437 2.0363
C 0.8694 4.7683 2.3628
H 3.4452 2.5217 0.2590
H 2.7638 1.1339 0.9633
H 4.9445 3.1058 1.8193
H 5.1489 1.3046 1.8398
H 4.3111 2.1172 3.1146
H 0.2028 5.3650 1.7446
H 1.5781 5.4297 2.8618
H 0.3061 4.1814 3.0814
O -5.0796 0.1960 1.7252
C -4.9155 -0.5005 2.6932
O -3.8720 -0.4346 3.5282
C -2.9917 0.7086 3.4508
C -1.6399 0.1878 3.9174
C -5.8190 -1.6685 3.0248
H -3.3996 1.4838 4.1049
H -2.9802 1.2039 2.4787
H -1.7500 -0.3199 4.8751
H -1.0152 1.0572 4.1441
H -1.1319 -0.4567 3.2051
H -6.4651 -1.9340 2.1919
H -6.3897 -1.4336 3.9203
H -5.1865 -2.5539 3.1243
*
```

These are the Mulliken partial charges, in e, on atoms 1 to 2: atom 1 (C): 0.21, atom 2 (O): -0.53

Record 2
This record from the OMol25 dataset describes an isolated ion of composition C5H11N and charge -1 at a distorted geometry. The level of theory is wB97M-V/def2-TZVPD.

energy relative to the best compared isomer or geometry (same formula, charge and spin) = 4.7209 eV
HOMO level (spin up / spin down) = -0.6975 / -0.5786 eV
orbital gap (spin up / spin down) = 5.1 / 5.0 eV
LUMO (spin up / spin down) = 4.44 / 4.40 eV

```
! wB97M-V def2-TZVPD RIJCOSX def2/J DEFGRID3
* xyz -1 2
C 1.7977 0.2479 1.3523
N 0.3390 0.2714 1.5441
C -0.4018 0.1205 0.2438
C 0.0694 -0.8145 -0.8187
C -0.9280 -1.3060 -1.9129
C -0.9448 1.4101 -0.2794
H 2.1121 0.9546 0.5471
H 2.1502 -0.7011 0.9746
H 2.4107 0.6265 2.2227
H 0.0936 1.2923 1.6214
H 1.0860 -1.1953 -0.9228
H -0.5411 -2.0403 -2.5881
H -1.4675 -0.4978 -2.4043
H -1.3161 -1.6461 -0.9346
H -1.5405 1.9753 0.3900
H -1.0555 1.6392 -1.3381
H -1.5041 -0.0164 0.2135
*
```

These are the Mulliken partial charges, in e, on atoms 1 to 2: atom 1 (C): -0.96, atom 2 (N): -0.51

Record 3
This record from the OMol25 dataset describes a 2-piece molecular cluster, C7H8 overall at a distorted geometry. The level of theory is wB97M-V/def2-TZVPD.

energy relative to the best compared isomer or geometry (same formula, charge and spin) = 7.7766 eV
HOMO level (spin up / spin down) = -7.7132 / -8.5566 eV
orbital gap (spin up / spin down) = 8.1 / 7.6 eV
LUMO (spin up / spin down) = 0.41 / -0.94 eV

```
! wB97M-V def2-TZVPD RIJCOSX def2/J DEFGRID3
* xyz 0 1
C 0.7835 -1.0095 -1.7874
C -0.9165 2.0261 0.3123
C 0.9596 -0.4992 -0.7159
C -0.0121 1.2255 0.4209
C -2.3733 -0.9377 -0.6658
C 1.9345 0.0647 1.5319
C 0.9839 0.2632 0.4271
H 0.9441 -1.5016 -2.6416
H -1.7402 2.7468 0.1533
H -1.5442 -1.5559 -1.1660
H -2.0095 -0.1356 -0.0104
H -3.3446 -0.7632 -1.1694
H 2.7507 -0.4717 1.2119
H 2.2979 1.0179 1.8029
H 1.2863 -0.4699 2.2962
*
```

These are the Mulliken partial charges, in e, on atoms 1 to 2: atom 1 (C): -0.43, atom 2 (C): 0.04

Record 4
This record from the OMol25 dataset describes C44H49AuN6P2Se2Si2 as an isolated structure at a distorted geometry. The level of theory is wB97M-V/def2-TZVPD.

energy relative to the best compared isomer or geometry (same formula, charge and spin) = 0.6414 eV
HOMO level (spin up / spin down) = -7.0946 / -7.0963 eV
orbital gap (spin up / spin down) = 5.2 / 5.2 eV
LUMO (spin up / spin down) = -1.93 / -1.93 eV

```
! wB97M-V def2-TZVPD RIJCOSX def2/J DEFGRID3
* xyz 0 1
Au 1.3151 -1.5724 0.6220
C 4.6725 -2.1141 1.4328
C 3.6907 -3.0824 2.0114
C 4.0443 -4.0430 2.9328
C 3.0643 -4.9308 3.4064
C 1.7706 -4.8436 2.9652
C 1.4254 -3.8152 2.0538
N 2.4189 -2.9964 1.5979
N 0.2343 -3.4884 1.5772
Si -1.2324 -4.3974 1.6009
C -0.8784 -6.1928 1.0847
C -2.0594 -4.4455 3.3060
C -2.4280 -3.6210 0.3650
H 5.6933 -2.4330 1.6280
H 4.5196 -1.1265 1.8755
H 4.5124 -2.0186 0.3580
H 5.0669 -4.1081 3.2732
H 3.3429 -5.6910 4.1256
H 0.9951 -5.5103 3.3138
H -0.6870 -6.8389 1.9440
H -0.0006 -6.2368 0.4351
H -1.7210 -6.6163 0.5354
H -1.4470 -4.9571 4.0515
H -3.0141 -4.9714 3.2329
H -2.2562 -3.4375 3.6772
H -1.9407 -2.8926 -0.2859
H -3.2465 -3.1106 0.8777
H -2.8694 -4.3924 -0.2687
Se -3.6593 2.8141 1.8740
P -3.1409 2.2699 -0.0877
C -2.7239 3.7416 -1.0832
C -3.4463 4.1280 -2.2074
C -3.1559 5.3325 -2.8323
C -2.1522 6.1514 -2.3405
C -1.4378 5.7739 -1.2122
C -1.7301 4.5768 -0.5824
C -4.4883 1.4499 -0.9919
C -4.3414 1.0530 -2.3235
C -5.4230 0.5192 -3.0026
C -6.6491 0.3790 -2.3664
C -6.7927 0.7637 -1.0431
C -5.7143 1.3031 -0.3565
C -1.7326 1.1248 -0.2058
C -0.5528 0.8443 0.4954
N -0.0604 -0.2783 -0.1051
N -0.8480 -0.6583 -1.0837
N -1.8468 0.1657 -1.1582
P 0.5161 1.6495 1.6963
Se 1.9245 0.3036 2.5920
C -0.3783 2.4533 3.0517
C -0.5351 3.8325 3.1317
C -1.1195 4.3916 4.2561
C -1.5502 3.5819 5.2946
C -1.4056 2.2038 5.2092
C -0.8177 1.6377 4.0927
C 1.4157 2.9195 0.7648
C 2.2038 3.8163 1.4869
C 2.8751 4.8288 0.8240
C 2.7986 4.9208 -0.5602
C 2.0790 3.9817 -1.2826
C 1.3794 2.9832 -0.6231
H -4.2362 3.4990 -2.5910
H -3.7274 5.6369 -3.6996
H -1.9358 7.0933 -2.8282
H -0.6628 6.4169 -0.8155
H -1.2095 4.2880 0.3199
H -3.3850 1.1456 -2.8142
H -5.3091 0.2164 -4.0355
H -7.4939 -0.0288 -2.9069
H -7.7460 0.6498 -0.5440
H -5.8199 1.6122 0.6755
H -0.2105 4.4743 2.3255
H -1.2339 5.4658 4.3169
H -1.9929 4.0255 6.1768
H -1.7368 1.5697 6.0208
H -0.6869 0.5657 4.0237
H 2.2897 3.7028 2.5608
H 3.4548 5.5482 1.3876
H 3.3099 5.7242 -1.0748
H 2.0499 4.0314 -2.3633
H 0.8125 2.2530 -1.1881
C 3.8732 0.7397 -0.5045
Si 3.2818 -0.2983 -1.9626
C 2.4573 0.9128 -3.1795
C 4.8257 -1.0283 -2.7813
N 2.2250 -1.5776 -1.4502
C 1.6864 -2.5249 -2.2810
C 1.0073 -3.6704 -1.8027
C 0.5345 -4.6459 -2.6548
C 0.7052 -4.5338 -4.0288
C 1.3335 -3.4039 -4.5318
C 1.8071 -2.4196 -3.6869
H 4.1409 1.7381 -0.8582
H 4.7530 0.3114 -0.0216
H 3.1038 0.8608 0.2566
H 2.7586 1.9379 -2.9527
H 1.3673 0.8602 -3.1182
H 2.7430 0.7064 -4.2129
H 5.5768 -0.2465 -2.9171
H 4.6029 -1.4552 -3.7599
H 5.2666 -1.8170 -2.1687
H 0.8587 -3.7673 -0.7372
H 0.0192 -5.5090 -2.2493
H 0.3504 -5.3109 -4.6926
H 1.4464 -3.2928 -5.6033
H 2.2696 -1.5304 -4.0978
*
```

These are the Mulliken partial charges, in e, on atoms 1 to 2: atom 1 (Au): 1.12, atom 2 (C): -0.68

Record 5
This record from the OMol25 dataset describes C7H4N2O4Tb as an isolated structure at a distorted geometry. The level of theory is wB97M-V/def2-TZVPD.

HOMO level (spin up / spin down) = -21.6306 / -21.6526 eV
orbital gap (spin up / spin down) = 6.7 / 7.8 eV
LUMO (spin up / spin down) = -14.96 / -13.90 eV

```
! wB97M-V def2-TZVPD RIJCOSX def2/J DEFGRID3
* xyz 3 7
O 0.5926 -3.1654 -1.5194
C 0.6272 -2.0218 -1.5811
Tb 0.7534 0.4470 -0.9666
O -2.3398 0.3342 -3.1715
C -1.3372 0.3534 -2.5948
C 2.5672 0.3798 -2.6434
O 3.5439 0.3967 -3.2246
C 0.5377 2.7942 -1.5126
O 0.5280 3.9509 -1.5328
N -0.8520 -1.2933 1.2764
C -1.0614 -1.1465 2.5843
C -0.5720 0.1111 2.9722
C -0.0397 0.7326 1.8494
N -0.2451 -0.1389 0.7927
H -1.0227 -2.0368 0.5923
H -1.5472 -1.9535 3.0872
H -0.5912 0.5452 3.9333
H 0.4584 1.7111 1.6589
*
```

These are the Mulliken partial charges, in e, on atoms 1 to 2: atom 1 (O): 0.02, atom 2 (C): 0.21

Record 6
This record from the OMol25 dataset describes one molecule with the formula C4H10N2S at a distorted geometry. The level of theory is wB97M-V/def2-TZVPD.

energy relative to the best compared isomer or geometry (same formula, charge and spin) = 1.2627 eV
HOMO level = -8.0939 eV
orbital gap = 8.9 eV
LUMO = 0.78 eV
structure (SMILES) = CNN(C)C(C)=S

```
! wB97M-V def2-TZVPD RIJCOSX def2/J DEFGRID3
* xyz 0 1
C -2.5711 0.2451 0.5350
C -0.5243 -1.7485 -0.0387
C 0.7418 0.3615 -0.0717
C 0.5520 1.8217 -0.0256
H -2.2789 0.8457 1.4034
H -2.7694 -0.7807 0.8969
H -3.4479 0.6959 0.1483
H -1.9290 -0.0349 -1.4371
H 0.3084 -2.2050 -0.5825
H -1.5365 -2.0293 -0.4446
H -0.3828 -2.0127 1.0454
H 0.0578 2.2036 -0.9342
H -0.0718 2.0582 0.8821
H 1.5474 2.3045 0.0885
N -1.5844 0.3298 -0.5631
N -0.4165 -0.3290 -0.2465
S 2.2074 -0.3205 0.1379
*
```

These are the Mulliken partial charges, in e, on atoms 1 to 2: atom 1 (C): -0.80, atom 2 (C): -1.10

Record 7
This record from the OMol25 dataset describes C16H20N2O4S3 as an isolated structure at a distorted geometry. The level of theory is wB97M-V/def2-TZVPD.

energy relative to the best compared isomer or geometry (same formula, charge and spin) = 16.0324 eV
HOMO level = -8.3308 eV
orbital gap = 8.1 eV
LUMO = -0.22 eV

```
! wB97M-V def2-TZVPD RIJCOSX def2/J DEFGRID3
* xyz 0 1
O -2.4422 -0.0001 -4.7236
S -2.2336 0.6118 -3.5985
O -3.1112 1.6172 -3.2234
N -0.5361 1.0811 -3.5318
C 0.2987 1.2345 -2.3832
C -0.5138 1.8805 -1.1309
C 0.0435 2.0110 0.1865
C 1.3705 1.1739 0.2160
C 2.0644 0.6451 -0.8068
C 1.4141 0.7175 -2.1169
H 1.8323 0.1020 -2.7927
H 3.0441 0.1892 -0.5741
S 2.1809 1.2460 1.7578
O 1.0819 1.8309 2.8216
O 3.4915 1.4936 1.7635
N 1.9648 -0.3912 2.1998
C 0.7191 -0.9338 2.0794
H 0.8011 -2.0820 2.0295
C -0.1918 -0.9344 3.3209
H -1.2717 -0.8294 3.2597
C 0.2387 -1.8450 4.5613
H -0.5286 -2.6849 4.6123
C 1.5224 -2.2521 4.8043
C 2.5271 -1.0277 4.5916
H 3.6139 -1.5767 4.9481
C 2.9630 -1.0434 2.8951
H 3.3711 -1.8844 2.5436
H 3.7866 -0.5166 2.8276
H 2.2449 -0.0296 4.8744
H 1.8035 -2.9734 4.0904
H 1.7128 -2.6543 5.7719
H -0.0912 -1.3799 5.4456
H 0.0483 0.1874 3.7081
H 0.2338 -0.6077 1.2459
H -0.4117 2.3031 0.9344
H -1.6950 2.0732 -1.3101
H 0.0731 0.5186 -4.3036
C -2.3860 -0.4284 -2.0101
C -2.9203 -0.5027 -0.9319
C -2.7000 -1.6017 0.0829
C -1.8332 -2.2681 -0.6344
S -1.3305 -1.8952 -1.9427
H -1.2987 -3.2879 -0.0863
H -2.9899 -1.5379 0.8914
H -3.5006 0.2341 -0.6860
*
```

These are the Mulliken partial charges, in e, on atoms 1 to 2: atom 1 (O): -0.50, atom 2 (S): 1.10

Record 8
This record from the OMol25 dataset describes one molecule with the formula C4H11NO at a distorted geometry. The level of theory is wB97M-V/def2-TZVPD.

energy relative to the best compared isomer or geometry (same formula, charge and spin) = 1.3935 eV
HOMO level = -9.1451 eV
orbital gap = 10.3 eV
LUMO = 1.14 eV
structure (SMILES) = CCOCNC

```
! wB97M-V def2-TZVPD RIJCOSX def2/J DEFGRID3
* xyz 0 1
C 0.2976 1.6813 1.8533
C -0.1996 0.8897 -0.3624
N 0.7977 1.4440 0.5046
H 1.1404 1.9524 2.4917
H -0.2699 0.8518 2.2616
H -0.3404 2.5689 1.8734
H -1.0407 1.5855 -0.3917
H 0.2679 0.7965 -1.3542
H 1.5063 0.7104 0.5861
C -0.7576 -1.3925 -0.9022
O -0.6481 -0.3765 0.0728
C 0.4761 -2.2701 -0.9366
H -0.8701 -0.9526 -1.8918
H -1.5962 -2.0182 -0.6263
H 0.5360 -2.8694 -0.0217
H 1.4466 -1.7647 -0.9814
H 0.4588 -3.0061 -1.7436
*
```

These are the Mulliken partial charges, in e, on atoms 1 to 2: atom 1 (C): -0.84, atom 2 (C): -0.37